Entry 1:
An isolated molecule of C6H12Si at a distorted geometry, computed with wB97M-V/def2-TZVPD.

Geometry (Å):
C -1.61268 1.14991 -2.13267
C -0.71433 0.20443 -1.87472
C -0.51941 1.12647 2.48307
C -0.57775 -0.07745 1.78405
C 0.42139 -2.21913 -0.09957
C 1.75456 0.53798 -0.20194
Si 0.02165 -0.33452 -0.06257
H -1.70798 1.54218 -3.12087
H -2.21930 1.57867 -1.40703
H -0.06994 -0.25535 -2.62556
H -1.20162 1.22719 3.31660
H 0.16802 1.99635 2.30820
H -1.27000 -0.72452 2.23142
H 0.79970 -2.33586 0.90054
H -0.52610 -2.83812 -0.18824
H 1.01850 -2.66696 -0.81633
H 1.98332 1.08537 -1.05813
H 1.72802 1.24047 0.59164
H 2.52394 -0.23711 -0.02790

Computed properties:
LUMO level: 0.0281 Ha
Highest occupied orbital energy: -9.620 eV
Strongest force on any atom: 0.0818 hartree/bohr
Charge: 0
Frontier orbital gap: 10.38 eV
SMILES string: C=C[Si](C)(C)C=C
Molecular weight: 112.25 u

---

Entry 2:
C6H13AlO4 as an isolated structure at a distorted geometry, computed with wB97M-V/def2-TZVPD.

Geometry (Å):
C -1.48052 1.05411 1.49792
O -1.18155 -0.05474 2.26226
H -2.09686 0.78993 0.60449
H -1.96026 1.86825 2.08671
H -0.59947 1.47125 0.95338
O 0.09959 0.78891 -2.42087
C -0.85527 0.07695 -2.69510
C -0.98416 -1.28821 -2.08441
O 0.02333 -1.50448 -1.14258
C -0.20542 -1.30770 0.57404
C 1.02152 -0.66266 1.15862
O 1.45288 0.33109 0.23031
C 2.12422 1.45510 0.77601
Al 1.56189 -0.37644 -1.53542
H -1.66660 0.44130 -3.34970
H -0.97243 -2.02558 -2.90874
H -1.98829 -1.36964 -1.62925
H -0.35651 -2.27212 1.08077
H -1.24789 -1.08494 0.32558
H 1.83047 -1.37574 1.37806
H 0.70009 -0.16144 2.09119
H 2.23468 2.16060 -0.05501
H 1.48920 1.91844 1.54478
H 3.05736 1.12775 1.25697

Computed properties:
Multiplicity: 2
LUMO level (alpha / beta): -0.1419 / -0.2180 Ha
Highest occupied orbital energy (alpha / beta): -10.347 / -10.273 eV
Strongest force on any atom: 0.0695 hartree/bohr
Charge: +1
Frontier orbital gap (alpha / beta): 6.49 / 4.34 eV
⟨S²⟩: 0.756
Molecular weight: 176.15 u

---

Entry 3:
C6H13AsCl3N4PtSe as an isolated structure at a distorted geometry, computed with wB97M-V/def2-TZVPD.

Geometry (Å):
Pt -0.21020 0.73608 -0.09910
Se 2.52716 4.62699 -0.91425
C 1.58690 3.18068 -0.80194
N 0.94679 2.18710 -0.74299
N 1.20784 0.59029 2.44700
N 0.75795 -0.28725 1.40967
H 1.68836 0.05279 3.16365
H 0.40215 1.04518 2.85989
H 0.23037 -1.08951 1.74906
H 1.58752 -0.65204 0.94425
C -3.38762 1.33240 1.38800
As -2.28418 -0.09023 0.68883
C -3.38171 -0.93704 -0.65689
C -2.23851 -1.40376 2.11323
H -4.32557 0.92310 1.76105
H -3.58927 2.04521 0.59133
H -2.86277 1.84246 2.19276
H -4.35621 -1.19002 -0.24157
H -2.88344 -1.84125 -1.00080
H -3.51019 -0.25537 -1.49526
H -3.24896 -1.74980 2.32195
H -1.82901 -0.96611 3.02411
H -1.63333 -2.25823 1.80869
Cl -0.09638 -1.78571 -4.79612
C -0.28745 -3.00044 -3.53315
Cl -1.92336 -3.67763 -3.56866
Cl 0.91469 -4.27610 -3.70352
C -0.09979 -2.34857 -2.23468
N 0.05062 -1.82492 -1.22616

Computed properties:
LUMO level (alpha / beta): -0.1943 / -0.1943 Ha
Highest occupied orbital energy (alpha / beta): -10.802 / -10.802 eV
Strongest force on any atom: 0.0312 hartree/bohr
Charge: +1
Frontier orbital gap (alpha / beta): 5.52 / 5.52 eV
Molecular weight: 596.52 u

---

Entry 4:
A 2-piece molecular cluster, C6H13BNO6S overall, computed with wB97M-V/def2-TZVPD.

Geometry (Å):
N -3.39093 -3.23505 -2.20424
C -3.90504 -2.32233 -1.73870
O -4.46976 -1.25268 -1.22603
S -4.20225 -0.89248 0.34909
C -2.45656 -0.54886 0.45996
B -1.41964 -1.77874 0.79631
O -1.00825 -1.96331 2.07617
O -0.90297 -2.55410 -0.16911
H -4.24194 -2.15538 0.83416
H -2.26315 -0.09384 -0.52495
H -2.39780 0.25979 1.20117
H -1.63362 -1.97054 2.80559
H -1.04936 -2.34604 -1.09769
C 2.28055 -0.57187 1.25517
C 1.12471 0.30664 0.83352
O 1.49089 1.67980 0.66835
C 2.11911 1.95642 -0.48726
O 2.23829 1.18771 -1.40747
O 2.45139 3.23673 -0.48090
C 3.10464 3.69771 -1.67611
H 2.72711 -0.18819 2.17220
H 1.92606 -1.58633 1.44016
H 3.04161 -0.60731 0.47776
H 0.36390 0.33049 1.61579
H 0.68147 -0.05526 -0.10006
H 2.49415 3.48281 -2.55003
H 4.07479 3.21675 -1.78069
H 3.22259 4.76747 -1.54215

Computed properties:
LUMO level: -0.2250 Ha
Highest occupied orbital energy: -13.207 eV
Strongest force on any atom: 0.0162 hartree/bohr
Charge: +1
Frontier orbital gap: 7.08 eV
Molecular weight: 238.05 u

---

Entry 5:
A 2-piece molecular cluster, C6H13BO7 overall at a distorted geometry, computed with wB97M-V/def2-TZVPD.

Geometry (Å):
C -0.55955 3.80546 -0.76340
B -0.40220 2.63194 -1.86434
O -1.00363 2.82770 -3.17672
O 0.32083 1.37681 -1.69022
C -0.10605 0.67020 -0.53704
O 0.67516 -0.20503 -0.10075
O -1.32219 0.91125 0.14355
C -1.14508 0.96293 1.58118
C -0.00704 1.95904 2.08937
O -0.36919 3.01859 2.67650
O 1.38177 1.74298 1.98621
H -1.19040 3.47442 0.14423
H -1.10315 4.72590 -1.18662
H 0.49262 4.07755 -0.37682
H -1.59804 2.06382 -3.36905
H -2.13346 1.37260 2.00686
H -1.03568 -0.08283 2.05358
H 1.80688 2.20635 2.74038
C 1.71328 -4.22069 -0.19138
C 0.24069 -4.55895 -0.31514
O -0.55390 -3.45918 0.11107
H 1.96323 -3.96956 0.84247
H 2.33515 -5.06068 -0.51069
H 1.96216 -3.34723 -0.80081
H -0.00831 -5.41783 0.31147
H -0.01900 -4.80036 -1.35103
H -0.33492 -2.70520 -0.45286

Computed properties:
LUMO level: 0.0057 Ha
Highest occupied orbital energy: -10.092 eV
Strongest force on any atom: 0.1014 hartree/bohr
Charge: 0
Frontier orbital gap: 10.25 eV
SMILES string: CB(O)OC(=O)OCC(=O)O.CCO
Molecular weight: 207.98 u

---

Entry 6:
A 2-piece molecular cluster, C6H13Br3Si overall at a distorted geometry, computed with wB97M-V/def2-TZVPD.

Geometry (Å):
C 0.42425 2.12591 -1.21873
C -1.01827 0.07538 -1.77639
C 1.62904 -0.22831 1.01488
C -0.64969 1.04884 1.25789
C 0.33895 0.59639 -1.08059
C 0.34397 0.28984 0.44458
Si -0.81807 -2.95194 0.90601
Br 0.68267 -4.36718 -0.19410
Br -0.26958 -3.27484 3.05661
Br -2.88197 -3.82595 0.61208
H 1.20573 2.57501 -0.65377
H 0.61289 2.34281 -2.23063
H -0.37959 2.71033 -0.90270
H -0.91814 -0.09327 -2.88335
H -1.75010 0.80361 -1.61547
H -1.25493 -0.77048 -1.29362
H 2.32900 0.71114 0.93855
H 1.54603 -0.64912 2.07710
H 1.89844 -1.15701 0.53828
H -1.15044 0.43366 1.99722
H 0.09460 1.68369 1.81323
H -1.26693 1.70055 0.57675
H 1.25214 0.22091 -1.38386

Computed properties:
LUMO level (alpha / beta): -0.0154 / -0.0812 Ha
Highest occupied orbital energy (alpha / beta): -8.100 / -7.426 eV
Strongest force on any atom: 0.0912 hartree/bohr
Charge: 0
Frontier orbital gap (alpha / beta): 7.68 / 5.22 eV
Molecular weight: 352.97 u

---

Entry 7:
C6H13BrLiN2O2 as an isolated structure at a distorted geometry, computed with wB97M-V/def2-TZVPD.

Geometry (Å):
C 4.09363 0.57662 -0.38783
C 2.75908 0.43286 0.36980
C 1.84563 -0.54127 -0.39231
Br 0.99166 0.49535 -1.83914
N 0.91426 -1.11393 0.54465
C -0.19238 -1.72572 -0.01560
O -0.10471 -2.48026 -0.86567
O -1.43824 -1.46192 0.51808
C -1.83334 -0.11711 0.49801
C -2.93026 0.22323 -0.46069
N -4.16569 0.50609 0.31278
H 3.93009 0.40452 -1.44158
H 4.78489 -0.17248 -0.03559
H 4.49700 1.55722 -0.22034
H 2.22525 1.36919 0.43471
H 2.98294 0.02837 1.34620
H 2.46713 -1.27809 -0.86412
H 0.65748 -0.45679 1.27119
H -2.20140 0.19766 1.47599
H -0.98522 0.50888 0.23531
H -3.01685 -0.53926 -1.21924
H -2.65517 1.13634 -0.98370
H -4.74792 1.09560 -0.27362
H -4.69301 -0.35776 0.37633
Li -3.18483 1.71267 1.61637

Computed properties:
LUMO level: -0.1694 Ha
Highest occupied orbital energy: -13.155 eV
Strongest force on any atom: 0.1052 hartree/bohr
Charge: +1
Frontier orbital gap: 8.55 eV
Molecular weight: 232.03 u

---

Entry 8:
C6H13Cl6NO as an isolated structure at a distorted geometry, computed with wB97M-V/def2-TZVPD.

Geometry (Å):
C 1.32925 1.55141 -0.76248
Cl 0.71942 2.25758 0.69975
Cl 2.99068 2.22158 -0.81959
Cl 0.46866 2.31513 -2.12385
H 1.26158 0.46576 -0.83228
C 1.64929 -1.96495 -0.41308
Cl 2.21954 -0.98115 -1.73259
Cl 2.11092 -1.09420 1.09962
Cl 2.21842 -3.62434 -0.41888
H 0.56336 -2.05921 -0.41233
C -1.74257 0.66917 -1.57019
C -0.84025 -0.18045 -0.71268
C -0.99490 0.20556 0.82084
O 0.13054 -0.02122 1.59473
C -0.04292 0.39177 2.90938
N -1.13043 -1.55375 -0.86959
H -1.95259 0.32002 -2.58117
H -1.58865 1.74713 -1.61926
H -2.76787 0.55276 -1.21901
H 0.18301 0.04764 -1.01102
H -1.92873 -0.06973 1.31101
H -1.34181 1.23563 0.73904
H -0.53489 -0.42166 3.44267
H -0.56933 1.32979 3.08582
H 0.94472 0.47116 3.36367
H -0.80865 -1.81194 -1.79148
H -0.54576 -1.99949 -0.17706

Computed properties:
LUMO level: 0.0187 Ha
Highest occupied orbital energy: -9.515 eV
Strongest force on any atom: 0.0683 hartree/bohr
Charge: 0
Frontier orbital gap: 10.02 eV
Molecular weight: 327.89 u

---

Entry 9:
An isolated ion of composition C6H13ClN and charge +1 at a distorted geometry, computed with wB97M-V/def2-TZVPD.

Geometry (Å):
C -1.89778 0.86692 0.19399
C 0.90167 2.06319 -0.29983
C 0.43745 -1.77455 0.89985
C 0.20138 -1.08279 -1.41935
C 0.38802 1.09214 0.79220
C -0.47315 -1.04185 -0.12031
N -0.74966 0.31940 0.23365
Cl -3.23936 -0.01681 -0.34822
H -1.89471 1.87500 0.56855
H 1.43051 1.51142 -1.02724
H 0.03395 2.48182 -0.73128
H 1.64004 2.76083 0.10583
H 1.45735 -1.78238 0.69690
H 0.30147 -1.62850 1.96484
H 0.13644 -2.86820 0.89261
H 1.25700 -0.96187 -1.26278
H 0.03233 -0.24471 -2.02121
H 0.17534 -2.08503 -1.91200
H -0.01444 1.53019 1.68544
H 1.23342 0.58704 1.17831
H -1.35726 -1.60126 -0.06996

Computed properties:
LUMO level: -0.1711 Ha
Highest occupied orbital energy: -15.689 eV
Strongest force on any atom: 0.0642 hartree/bohr
Charge: +1
Frontier orbital gap: 11.03 eV
SMILES string: CC/[N+](=C/Cl)C(C)C
Molecular weight: 134.63 u

---

Entry 10:
C6H13HgO4 as an isolated structure at a distorted geometry, computed with wB97M-V/def2-TZVPD.

Geometry (Å):
O -5.24536 0.75441 1.19474
C -4.32082 0.95248 0.44153
C -3.98334 0.08120 -0.73503
C -2.49340 -0.25576 -0.83151
C -2.02425 -1.16390 0.29284
O -0.71611 -1.49422 0.27745
Hg 1.23945 -1.29087 -1.18615
H -3.65221 1.83188 0.59396
H -4.26649 0.66066 -1.62974
H -4.60625 -0.82410 -0.71085
H -1.89520 0.66916 -0.82064
H -2.30567 -0.75613 -1.79298
H -2.58697 -2.13038 0.31521
H -2.25361 -0.77942 1.31481
O 2.22000 0.59965 -0.35375
C 3.55953 0.98137 -0.05168
C 4.30658 -0.19728 0.54813
O 5.64733 0.19035 0.71967
H 1.57026 1.08527 0.19788
H 3.55130 1.82624 0.64738
H 4.05383 1.30468 -0.97787
H 4.23297 -1.06248 -0.13687
H 3.83940 -0.47885 1.50655
H 6.12905 -0.50396 1.17691

Computed properties:
Multiplicity: 3
LUMO level (alpha / beta): -0.1245 / -0.2548 Ha
Highest occupied orbital energy (alpha / beta): -12.773 / -12.774 eV
Strongest force on any atom: 0.0310 hartree/bohr
Charge: +1
Frontier orbital gap (alpha / beta): 9.38 / 5.84 eV
⟨S²⟩: 2.008
Molecular weight: 349.76 u

---

Entry 11:
A 2-piece molecular cluster, C6H13IN overall at a distorted geometry, computed with wB97M-V/def2-TZVPD.

Geometry (Å):
C -0.34883 -2.65710 0.18920
C -0.57840 -1.70360 -0.67288
C 1.86175 0.88428 0.14837
C 0.90360 0.87732 -1.02256
C -0.51594 1.40285 -0.71531
C -1.20007 0.31050 0.02192
N -0.77446 0.13445 1.52533
I -3.35679 0.19198 0.00081
H 0.20271 -3.55131 -0.16632
H -0.65363 -2.70138 1.19494
H -0.39615 -1.49004 -1.66835
H 1.83442 -0.14305 0.62881
H 2.86107 1.18158 -0.09362
H 1.62326 1.78396 0.78780
H 1.27637 1.49684 -1.77996
H 0.98394 -0.18680 -1.59304
H -1.13021 1.54210 -1.69361
H -0.56741 2.24852 -0.06096
H -0.98394 1.06920 1.84138
H 0.26953 -0.02749 1.40262
H -1.31081 -0.66283 1.72543

Computed properties:
LUMO level: -0.1310 Ha
Highest occupied orbital energy: -12.931 eV
Strongest force on any atom: 0.1023 hartree/bohr
Charge: +1
Frontier orbital gap: 9.37 eV
Molecular weight: 226.08 u

---

Entry 12:
C6H13IN as an isolated structure at a distorted geometry, computed with wB97M-V/def2-TZVPD.

Geometry (Å):
C 0.00796 -0.15652 -1.47745
C 0.00471 0.03869 -0.02181
C 1.28506 -0.65112 0.00299
C -1.21641 -0.75588 0.49390
C -1.18031 2.27474 0.05836
C -0.04073 1.38328 0.68874
N 1.49336 -2.13634 0.14312
I 3.28192 0.23130 0.05466
H -0.67178 -0.95709 -1.85623
H 0.59797 0.53702 -2.18101
H -1.37317 -0.97476 1.49975
H -1.34340 -1.75574 0.07145
H -1.92836 -0.09246 -0.04058
H -2.07148 1.91207 0.57162
H -1.23920 2.08968 -0.97822
H -0.96851 3.37159 0.23220
H -0.13269 1.29996 1.75471
H 0.87506 1.85918 0.44287
H 1.39469 -2.44330 1.07466
H 2.47532 -2.33742 -0.23586
H 0.74999 -2.73688 -0.29788

Computed properties:
Multiplicity: 3
LUMO level (alpha / beta): -0.1442 / -0.2153 Ha
Highest occupied orbital energy (alpha / beta): -10.511 / -14.116 eV
Strongest force on any atom: 0.1234 hartree/bohr
Charge: +1
Frontier orbital gap (alpha / beta): 6.59 / 8.26 eV
⟨S²⟩: 2.010
Molecular weight: 226.08 u